{
  "formula": "C38H33BO10S",
  "method": "wB97M-V/def2-TZVPD",
  "homo_lumo_gap_ev": 8.64,
  "homo_energy_ev": -9.7,
  "total_charge": 0,
  "mol_weight_da": 692.55,
  "max_force_ev_per_a": 6.57,
  "smiles": "C#CC[C@]1(OCCC)COS(=O)(=O)C[C@H]1B(O)O.O=C1c2ccccc2C(=O)c2ccccc21.O=C1c2ccccc2C(=O)c2ccccc21",
  "elements": ["S", "O", "O", "O", "O", "O", "O", "O", "O", "O", "O", "C", "C", "C", "C", "C", "C", "C", "C", "C", "C", "C", "C", "C", "C", "C", "C", "C", "C", "C", "C", "C", "C", "C", "C", "C", "C", "C", "C", "C", "C", "C", "C", "C", "C", "C", "C", "C", "C", "B", "H", "H", "H", "H", "H", "H", "H", "H", "H", "H", "H", "H", "H", "H", "H", "H", "H", "H", "H", "H", "H", "H", "H", "H", "H", "H", "H", "H", "H", "H", "H", "H", "H"],
  "positions_angstrom": [[-4.9974, 2.5114, -0.5445], [3.0624, -2.2185, -3.1982], [-5.6357, 3.5684, -1.4495], [-3.5633, 2.3513, -1.0597], [-5.8580, 1.0544, -0.5237], [1.5161, 0.5830, 3.5721], [-3.5683, 2.7182, 4.5669], [-6.7902, 0.8622, 2.2448], [-6.0475, 2.8360, 4.3915], [6.1480, 1.0918, 0.9725], [6.5335, -3.2235, -7.1234], [3.8574, 0.6658, 3.7161], [5.0690, 0.7713, 3.0331], [3.8517, 0.4941, 5.1018], [2.6033, 1.5217, -1.2108], [3.8068, 1.4100, -0.5195], [-9.5094, 1.7700, 1.7032], [3.8473, -2.4229, -4.1106], [-3.3045, -0.6786, 3.1923], [4.3348, -3.4475, -6.3324], [3.4326, -3.2022, -5.2975], [6.2739, 0.6749, 3.7330], [-5.1082, 0.1916, 0.3961], [2.5750, 0.7299, 2.9817], [5.2251, -1.8882, -4.0480], [5.7320, -2.9703, -6.2389], [-7.6932, -0.2414, 1.9884], [3.9191, -4.1511, -7.4653], [5.6098, -1.0964, -2.9642], [-4.5670, 1.9263, 2.2559], [5.0538, 0.4158, 5.7987], [-2.0652, -0.3604, 3.5198], [7.8307, -0.9083, -3.8878], [2.1234, -3.6818, -5.3849], [1.3943, 1.3493, -0.5396], [-9.2438, 0.2575, 2.2103], [1.7144, -4.3872, -6.5126], [5.0881, 1.0031, 1.5716], [7.4492, -1.6915, -4.9731], [-4.8598, -0.7220, 2.8289], [3.8041, 1.1340, 0.8494], [-5.0398, 3.1310, 1.2337], [-5.4049, 0.5368, 1.9770], [6.1410, -2.1737, -5.0607], [6.2643, 0.4968, 5.1132], [1.3875, 1.0798, 0.8258], [6.9088, -0.6028, -2.8883], [2.5934, 0.9813, 1.5246], [2.6097, -4.6155, -7.5558], [-4.7805, 2.5126, 3.7645], [2.9115, 0.4251, 5.6415], [-3.6074, 3.6826, 4.8056], [-10.4009, 1.7428, 0.9478], [-9.4539, 0.2389, 3.3518], [-5.5555, -0.8813, 3.7511], [0.6951, -4.7558, -6.5804], [1.4192, -3.5031, -4.5773], [-7.6623, -0.6672, 0.9205], [-0.9960, -0.0968, 3.9012], [-6.0481, 3.5968, 1.5236], [2.2873, -5.1577, -8.4398], [-7.5729, -1.1393, 2.7197], [4.6122, -4.3357, -8.2812], [-3.9855, 0.1248, 0.1567], [0.4413, 0.9511, 1.3440], [-9.9664, -0.4895, 1.6786], [2.6079, 1.7414, -2.2743], [-4.2272, 3.9678, 1.2672], [-5.5365, -0.8817, 0.2408], [0.4559, 1.4294, -1.0803], [7.2021, 0.4265, 5.6564], [8.1710, -1.9214, -5.7515], [5.0470, 0.2895, 6.8773], [-3.4333, 1.8036, 2.0563], [8.8468, -0.5306, -3.8235], [7.2035, 0.0189, -2.0478], [-8.6350, 2.2521, 1.1342], [4.8977, -0.8587, -2.1787], [-5.0184, -1.6755, 2.1745], [4.7453, 1.5427, -1.0507], [-6.5024, 3.5910, 3.9480], [7.2209, 0.7427, 3.2053], [-9.8867, 2.3802, 2.6055]],
  "forces_ev_per_angstrom": [[1.89, 4.03, -4.84], [0.26, -0.06, -0.32], [0.43, -3.75, 3.39], [-3.95, -0.89, 2.79], [2.33, 1.90, 0.99], [0.24, 0.01, -0.11], [-2.35, 1.19, -1.78], [0.81, -1.95, -0.73], [1.94, 0.89, -1.60], [-0.30, -0.05, 0.17], [-0.27, 0.08, 0.28], [0.27, -0.02, 0.34], [0.17, -0.06, 0.41], [0.19, -0.02, 0.19], [0.16, -0.05, 0.21], [-0.22, 0.03, -0.19], [-1.28, -0.48, -0.53], [-0.70, 0.20, 0.84], [5.35, 2.60, 1.77], [-0.39, -0.19, -0.19], [-0.27, -0.24, -0.27], [0.04, -0.02, 0.24], [-0.87, -2.54, 1.20], [-0.89, -0.10, 0.41], [0.35, 0.22, 0.12], [0.74, -0.20, -0.76], [-2.42, -0.82, 0.09], [-0.24, -0.12, -0.08], [0.22, 0.13, 0.08], [-0.39, 0.26, -0.48], [-0.14, 0.02, -0.20], [-6.21, -1.56, -1.29], [-0.16, -0.14, -0.15], [-0.13, -0.13, -0.19], [0.07, -0.04, 0.19], [0.71, 0.28, 0.39], [0.16, 0.13, 0.14], [0.88, 0.07, -0.55], [0.12, 0.16, 0.17], [0.61, -0.95, -0.12], [-0.24, 0.08, -0.33], [0.82, -0.49, 0.96], [1.79, 1.33, -1.06], [0.25, 0.23, 0.26], [-0.10, 0.03, -0.21], [-0.02, 0.06, -0.23], [-0.17, -0.10, -0.07], [-0.20, 0.06, -0.37], [0.22, 0.12, 0.11], [0.69, 0.18, 1.72], [0.08, 0.01, -0.24], [0.07, -1.40, 0.37], [1.59, 0.13, 1.34], [0.30, -0.14, -1.98], [1.63, 0.51, -1.37], [0.13, 0.06, 0.02], [0.25, 0.07, -0.05], [0.44, 0.90, 1.41], [-2.51, -0.74, -1.07], [1.29, -1.00, -0.98], [0.06, 0.07, 0.11], [0.23, 1.59, -1.16], [0.01, 0.10, 0.24], [-1.70, 0.47, 0.43], [0.23, 0.00, 0.04], [1.47, 1.29, 1.03], [0.01, -0.05, 0.14], [-1.46, -1.56, -0.38], [0.69, 1.97, -0.10], [0.11, -0.01, 0.09], [-0.12, 0.01, -0.08], [-0.25, -0.04, 0.04], [-0.01, 0.01, -0.14], [-2.00, -0.21, 0.40], [-0.13, -0.06, -0.02], [-0.06, -0.09, -0.07], [-1.22, -0.76, 1.21], [0.00, -0.16, -0.19], [0.29, 1.62, 1.17], [-0.07, -0.05, 0.23], [0.19, -1.19, 0.35], [-0.25, 0.02, -0.06], [0.94, -0.67, -1.58]],
  "mulliken_charge": [1.132, -0.695, -0.662, -0.590, -0.349, -0.686, -0.540, 0.032, -0.559, -0.693, -0.673, 0.256, 0.172, -0.490, -0.542, -0.717, -0.751, 0.483, -0.438, 0.138, 0.216, -0.567, -1.080, 0.371, 0.139, 0.609, -0.403, -0.551, -0.735, -0.259, -0.511, -0.288, -0.585, -0.508, -0.708, -0.462, -0.473, 0.449, -0.570, -0.469, 0.605, -0.736, 0.864, 0.280, -0.468, -0.790, -0.343, 0.366, -0.449, 0.559, 0.462, 0.274, 0.294, 0.276, 0.422, 0.392, 0.459, 0.230, 0.341, 0.314, 0.397, 0.189, 0.455, 0.402, 0.699, 0.320, 0.421, 0.384, 0.499, 0.488, 0.397, 0.461, 0.400, 0.078, 0.393, 0.512, 0.132, 0.653, 0.363, 0.603, 0.286, 0.456, 0.213]
}